86
Properties=species:S:1:pos:R:3:forces:R:3:mulliken_charge:R:1 method="wB97M-V/def2-TZVPD" homo_ev=-7.982 total_energy_ev=-90486.0721 e_above_lowest_kj_mol=21.96
Lu 0.008524 0.198724 0.166715 0.3151 -0.0995 -0.3871 1.98
C -4.452099 0.879428 0.937603 -0.0261 -0.0347 -0.0314 -1.13
C -3.863635 1.113725 -0.461006 -0.0445 -0.0259 0.0869 0.66
C -2.789012 2.198151 -0.429684 -0.0369 0.0781 -0.1605 -1.28
C -3.360617 -0.165207 -1.065988 -0.1302 0.0109 0.1686 -0.29
C -4.088441 -1.117812 -1.794451 -0.0775 -0.0004 -0.1497 -1.60
C -3.162439 -2.079304 -2.142294 -0.0972 -0.0413 0.0494 -0.07
N -1.973657 -1.731571 -1.627292 -0.0187 0.1052 0.0727 0.00
N -2.096388 -0.547574 -0.957556 0.8174 -0.2012 0.0658 0.29
B -0.616003 -2.398801 -1.930892 -0.0579 0.0271 -0.0699 -0.53
N 0.268480 -1.379591 -2.689988 -0.0391 0.0604 0.1337 0.40
C 0.845678 -1.547415 -3.889559 0.0527 0.0451 -0.0058 -0.58
C 1.463174 -0.366741 -4.245581 0.0264 -0.0332 -0.0935 -1.19
C 1.207029 0.509497 -3.178126 0.0477 -0.0226 -0.0559 -0.09
N 0.487206 -0.107997 -2.244652 -0.1758 -0.3128 0.0074 0.05
C 1.625326 1.941393 -3.039795 -0.0241 -0.0201 -0.1594 1.93
C 3.140428 2.089058 -3.197290 0.0719 0.0223 -0.1125 -1.46
C 0.866013 2.818003 -4.041942 0.0454 0.0343 -0.0666 -1.68
N 0.069860 -2.904845 -0.625623 0.0684 0.0739 0.0004 0.34
C 0.572620 -4.127678 -0.418271 -0.0858 -0.1410 0.2379 -0.49
C 1.072416 -4.184372 0.873636 0.1259 -0.1200 -0.0765 -1.16
C 0.853417 -2.905962 1.403682 -0.0966 -0.0520 0.1033 -0.34
N 0.248811 -2.149492 0.491399 -0.2100 0.3704 -0.5233 0.02
C 1.140658 -2.358748 2.776658 0.0192 -0.0237 -0.0254 1.72
C 1.615065 -3.466088 3.709787 0.1210 -0.0542 0.0649 -2.03
C 2.138807 -1.195313 2.749660 0.0987 -0.1765 0.1050 -1.11
H -4.968281 1.777286 1.293127 0.0743 -0.0691 -0.0431 0.44
H -3.654199 0.637059 1.642189 -0.0475 -0.0025 -0.0658 -0.08
H -5.168974 0.054034 0.928971 0.0192 0.0699 -0.0250 0.45
H -4.667230 1.450449 -1.115486 -0.1134 0.0618 -0.0875 0.47
H -2.028096 1.959285 0.314016 0.0820 0.0142 0.1485 -0.02
H -3.217585 3.154638 -0.118938 0.0230 -0.0654 -0.0229 0.52
H -2.319640 2.334901 -1.408263 -0.0364 -0.0092 0.0441 0.33
H -5.137524 -1.083049 -2.049966 0.1418 -0.0166 0.0249 0.49
H -3.259315 -2.983622 -2.729440 0.0070 0.1591 0.1186 0.47
H -0.785796 -3.360054 -2.641701 0.0128 0.1320 0.1029 -0.15
H 0.765561 -2.493007 -4.408492 0.0090 0.1310 0.0792 0.49
H 2.012135 -0.160083 -5.153057 -0.0764 -0.0252 0.1294 0.54
H 1.357278 2.260420 -2.037625 -0.0371 0.0426 0.1722 -0.63
H 3.441864 1.904727 -4.236379 -0.0244 0.0105 0.1380 0.41
H 3.682460 1.383480 -2.559150 -0.0896 0.1017 -0.0751 0.19
H 3.452830 3.103043 -2.928926 -0.0281 -0.1010 -0.0357 0.38
H 1.064863 2.494289 -5.069763 -0.0165 0.0446 0.0979 0.34
H 1.178750 3.862107 -3.948167 -0.0252 -0.0801 -0.0037 0.46
H -0.214701 2.768926 -3.877080 0.1143 -0.0243 -0.0012 0.34
H 0.514069 -4.882358 -1.190686 0.0006 0.1039 0.1171 0.51
H 1.519480 -5.036419 1.364339 -0.0531 0.1329 -0.0788 0.50
H 0.195510 -1.962497 3.154714 -0.0817 0.0329 0.0217 -0.01
H 2.586309 -3.859167 3.387276 -0.0930 0.0257 0.0367 0.39
H 0.905670 -4.297492 3.749281 0.0508 0.0896 -0.0157 0.45
H 1.734706 -3.075065 4.722108 0.0042 -0.0305 -0.0451 0.43
H 3.079455 -1.492557 2.273548 -0.0686 0.0253 0.0728 0.21
H 2.352318 -0.866456 3.769779 -0.0185 -0.0434 -0.0396 0.54
H 1.756771 -0.319204 2.225594 -0.0495 0.0257 0.0255 0.03
S 3.610459 3.418284 0.753121 0.3523 0.2189 0.0525 -0.33
C 2.178185 4.331095 0.932807 0.1143 0.1232 0.0658 -0.53
C 1.073357 3.563203 0.739648 -0.0896 -0.2008 -0.0729 -0.92
C 1.353104 2.193226 0.411150 -0.7992 -0.3818 0.0353 -0.17
C 2.704548 1.987116 0.402561 0.3384 -0.2085 -0.0760 0.81
C 3.374431 0.716428 0.069815 -0.2450 0.3171 0.0608 0.08
C 4.758470 0.555787 0.014455 0.1958 0.0864 0.0134 -0.98
C 5.287782 -0.660134 -0.370001 0.0412 0.0007 0.0120 -0.87
C 4.432203 -1.705787 -0.697210 0.0864 0.0156 0.0061 -1.12
C 3.076086 -1.481184 -0.589187 -0.1285 0.0698 -0.0026 -0.38
N 2.560346 -0.310591 -0.207534 -0.5216 -0.0075 0.0799 1.86
H 2.228127 5.382122 1.189367 0.0216 -0.1374 -0.0360 0.46
H 0.071557 3.968593 0.835590 0.0572 -0.0529 -0.0165 0.41
H 5.407573 1.386931 0.263537 -0.0343 -0.0452 -0.0208 0.49
H 6.362361 -0.793457 -0.417581 -0.0432 0.0137 -0.0059 0.43
H 4.800928 -2.671907 -1.014548 0.0029 0.0435 0.0163 0.51
H 2.363759 -2.269353 -0.806993 0.0968 0.0730 -0.0177 0.03
C -2.184634 0.005901 5.469329 -0.0244 0.0182 0.0484 -1.72
C -2.189939 1.245295 4.561415 0.0232 0.0412 -0.0483 2.29
C -3.631516 1.737326 4.370734 -0.0530 0.0001 0.0401 -1.74
C -1.349226 2.361053 5.205625 -0.0245 0.0001 -0.0021 -1.62
C -1.600009 0.890430 3.258151 0.3371 -0.1605 -0.1526 -0.80
C -1.043187 0.578850 2.214250 -0.1378 0.0087 0.1163 -0.34
H -2.645992 0.246020 6.433104 0.0376 -0.0265 -0.0586 0.43
H -1.162499 -0.335393 5.648592 -0.0419 0.0236 -0.0138 0.30
H -2.741911 -0.813490 5.009511 0.0208 0.0594 0.0195 0.36
H -4.031620 2.084930 5.328624 -0.0013 -0.0322 -0.0670 0.48
H -4.274602 0.935479 3.997345 0.0635 0.0652 0.0276 0.33
H -3.670789 2.564213 3.656791 0.0226 -0.0475 0.0674 0.30
H -1.748406 2.610714 6.194361 0.0220 -0.0194 -0.0685 0.42
H -1.362319 3.261789 4.586789 -0.0045 -0.0730 0.0317 0.36
H -0.310423 2.043235 5.316091 -0.0544 0.0096 -0.0023 0.33